Record 1
44
Properties=species:S:1:pos:R:3 method="wB97M-V/def2-TZVPD" lumo_ev=0.6 energy_ha=-1149.033054 largest_force_ha_per_bohr=0.05714 total_charge=0 homo_ev=-8.08 homo_lumo_gap_ev=8.6 relative_energy_kcal_mol=0.9
S 1.804 -5.611 -4.468
N 0.315 -3.475 -4.711
N 0.378 -3.039 -1.872
N 0.967 -4.126 -2.486
C 0.696 -2.833 -0.588
C 0.909 2.107 0.259
C 0.694 -0.378 -0.151
C -2.025 2.406 0.426
C -1.106 3.614 0.207
C -0.872 1.944 2.600
C -2.249 2.176 1.946
C 0.020 3.166 2.392
C 1.745 -3.688 0.109
C 0.262 3.350 0.875
C -0.186 0.714 2.016
C -1.351 1.161 -0.159
C 0.032 0.862 0.501
C 0.032 -1.698 0.161
C 0.927 -4.335 -3.860
H -2.987 2.641 -0.066
H -1.022 1.787 3.678
H 1.731 -0.475 0.195
H -0.795 -0.153 2.253
H 1.321 -4.706 0.216
H -1.029 -1.697 -0.113
H -1.003 3.761 -0.895
H -0.462 4.085 2.800
H 0.122 -2.586 -4.285
H 1.049 2.242 -0.833
H -1.989 0.317 0.113
H -2.750 3.030 2.429
H 2.646 -3.679 -0.541
H 0.722 -0.228 -1.220
H 1.000 3.051 2.879
H 0.897 4.226 0.700
H 0.770 -3.438 -5.626
H 0.764 0.532 2.530
H 0.139 -1.874 1.223
H 1.876 1.931 0.716
H 1.574 -4.761 -1.927
H -2.908 1.294 2.101
H 2.092 -3.360 1.117
H -1.214 1.246 -1.246
H -1.538 4.500 0.605

Record 2
84
Properties=species:S:1:pos:R:3 method="wB97M-V/def2-TZVPD" lumo_ev="0.5 / -1.8" energy_ha=-4760.948388 largest_force_ha_per_bohr=0.04718 total_charge=0 multiplicity=5 homo_ev="-7.63 / -7.86" homo_lumo_gap_ev="8.1 / 6.0" relative_energy_kcal_mol=0.0 s2=6.026
Os 0.178 2.267 -0.491
Se -1.050 -0.234 -0.744
S 0.509 2.490 -2.750
S -1.462 3.878 -0.647
O -0.181 1.895 1.425
O 1.729 1.057 -0.443
C 4.238 1.683 -1.004
C -1.651 4.137 -2.372
C -0.899 3.497 3.718
C -3.918 -3.078 3.259
C -2.651 4.987 -2.837
C -2.988 -0.768 2.905
C -2.407 0.214 3.704
C -2.875 5.123 -4.194
C 3.084 -1.754 -2.265
C 4.348 0.311 -1.673
C 5.458 -0.470 -0.954
C 1.648 -5.080 -2.190
C 0.799 -2.173 -1.776
C -2.108 4.407 -5.105
C 1.854 -0.081 -1.049
C 0.734 -0.945 -1.151
C -5.360 -1.186 2.443
C -4.193 -1.573 3.363
C -4.597 -1.256 4.807
C 1.989 -2.605 -2.353
C 1.046 -3.812 -4.289
C 2.034 -3.920 -3.118
C 3.067 -0.519 -1.637
C -1.093 3.582 -4.659
C -1.317 2.013 5.639
C 4.758 0.550 -3.134
C -0.841 3.458 -3.295
C -1.473 -0.078 1.161
C 0.737 1.664 4.295
C 3.418 -4.227 -3.700
C -0.977 1.004 1.924
C -0.744 2.058 4.221
C -2.461 -0.927 1.630
C -1.412 1.070 3.279
H -5.554 -0.118 2.522
H 0.642 -4.966 -1.800
H -1.201 1.030 6.087
H 5.640 -1.429 -1.431
H 1.034 -4.740 -4.855
H -2.293 4.500 -6.164
H -4.855 -0.205 4.916
H -1.953 3.751 3.619
H 3.384 -5.184 -4.216
H -3.065 -3.352 3.876
H 0.833 0.651 4.685
H -2.812 -1.698 0.957
H -0.478 3.020 -5.346
H -0.418 3.637 2.755
H -2.367 2.296 5.646
H -2.766 0.327 4.708
H -3.711 -3.371 2.234
H 6.384 0.102 -0.972
H -6.259 -1.727 2.728
H -3.654 5.784 -4.542
H 1.351 -3.006 -4.954
H -0.438 4.173 4.434
H 4.170 -4.294 -2.918
H 5.197 2.197 -1.083
H 5.661 1.157 -3.158
H 3.971 1.078 -3.668
H 4.962 -0.380 -3.655
H -0.105 -2.766 -1.821
H 1.194 1.702 3.310
H 3.716 -3.472 -4.424
H 0.038 -3.597 -3.946
H -4.783 -3.641 3.606
H -5.473 -1.841 5.080
H 4.010 -2.056 -2.723
H -0.777 2.728 6.255
H -3.241 5.532 -2.116
H 1.275 2.343 4.950
H 1.703 -6.026 -2.726
H 2.336 -5.126 -1.349
H -3.798 -1.505 5.503
H 5.182 -0.644 0.083
H 3.482 2.301 -1.488
H 3.991 1.590 0.051
H -5.127 -1.410 1.405

Record 3
54
Properties=species:S:1:pos:R:3 method="wB97M-V/def2-TZVPD" lumo_ev=0.3 smiles="COc1ccc(N(CC(=O)NC(C)C)S(=O)(=O)c2ccc(NC(C)=O)cc2)cc1" energy_ha=-1715.801356 largest_force_ha_per_bohr=0.02386 total_charge=0 homo_ev=-8.06 homo_lumo_gap_ev=8.3 relative_energy_kcal_mol=17.1
S 1.512 0.521 1.997
O -2.149 -2.602 1.948
O 2.059 -0.422 2.923
O 1.946 1.881 2.087
O 2.924 -3.733 -3.234
O -3.921 4.160 0.373
N 2.522 -1.503 -3.506
N -0.168 0.418 2.128
N -1.171 -1.410 0.298
C 2.219 -1.398 0.173
C -2.461 1.127 1.711
C 2.299 -1.066 -2.204
C -1.580 3.574 0.778
C 2.994 -2.816 -5.452
C -0.948 -2.438 -1.900
C -3.546 5.444 -0.060
C 2.458 -1.896 -1.093
C -1.412 -1.708 1.590
C -2.942 3.306 0.791
C 1.904 0.262 -2.020
C -3.366 2.068 1.269
C -1.086 1.385 1.690
C 1.824 -0.083 0.341
C 2.818 -2.770 -3.951
C -0.671 2.627 1.220
C 1.668 0.752 -0.751
C -2.947 -1.015 -1.325
C -0.658 -0.850 2.611
C -1.910 -2.007 -0.799
H 3.218 -3.836 -5.752
H -3.517 -1.462 -2.135
H -3.633 -0.731 -0.532
H 0.374 2.881 1.233
H -1.201 4.523 0.432
H -2.908 5.399 -0.950
H 2.437 -0.786 -4.214
H -4.423 1.860 1.292
H -2.415 -2.881 -0.377
H -1.310 -0.712 3.481
H 1.789 0.911 -2.877
H 2.350 -2.016 1.047
H -0.455 -1.568 -2.330
H 3.813 -2.167 -5.755
H -2.457 -0.115 -1.695
H 2.769 -2.917 -1.232
H -3.030 6.001 0.728
H 2.083 -2.490 -5.950
H -2.844 0.189 2.076
H 1.375 1.778 -0.598
H -1.492 -2.954 -2.687
H 0.214 -1.413 2.952
H -0.188 -3.108 -1.507
H -4.475 5.953 -0.311
H -0.597 -0.611 0.078

Record 4
22
Properties=species:S:1:pos:R:3 method="wB97M-V/def2-TZVPD" lumo_ev="0.7 / -1.2" energy_ha=-648.238427 largest_force_ha_per_bohr=0.06354 total_charge=0 multiplicity=4 homo_ev="-7.37 / -9.70" homo_lumo_gap_ev="8.1 / 8.5" relative_energy_kcal_mol=2.4 s2=3.763
O -4.239 2.857 0.662
O -3.069 2.968 0.267
O -0.185 1.619 0.327
O -0.362 -3.023 -0.761
O 3.185 1.982 1.119
O 2.492 1.545 -0.117
C 1.804 0.359 0.216
C -0.428 -0.732 -0.239
C -1.086 -1.096 1.015
C 0.368 0.494 -0.376
C -0.343 -1.728 -1.343
H -2.156 -1.315 0.846
H 0.602 -1.564 -1.893
H -0.271 -3.695 -1.454
H -0.648 -2.009 1.452
H 0.482 0.735 -1.458
H -1.020 -0.293 1.763
H -1.175 -1.581 -2.067
H 3.015 2.942 1.051
H 2.347 -0.459 -0.292
H 1.761 0.185 1.304
H -1.076 1.809 -0.020

Record 5
70
Properties=species:S:1:pos:R:3 method="wB97M-V/def2-TZVPD" lumo_ev="-13.8 / -13.5" energy_ha=-5943.591916 largest_force_ha_per_bohr=0.01638 total_charge=+4 multiplicity=2 homo_ev="-20.27 / -20.30" homo_lumo_gap_ev="6.5 / 6.8" relative_energy_kcal_mol=7.3 s2=0.829
W 0.157 0.047 0.440
Sb 2.512 0.480 -1.129
Se 3.022 -2.323 2.812
Ge -0.616 1.700 3.084
O -0.756 -0.030 2.277
O 0.374 1.934 1.509
O -0.977 0.333 -0.793
N 0.657 -1.650 0.316
N 2.478 -3.456 1.741
C 0.155 4.295 2.200
C -2.162 0.222 -3.988
C -3.097 -0.471 2.818
C 0.149 3.647 -0.211
C -1.707 -1.036 3.011
C -1.535 -2.385 2.363
C 0.806 -2.986 0.013
C 1.061 -5.749 -0.639
C 1.827 -5.221 0.374
C 0.173 -4.914 -1.315
C 4.339 0.468 -0.068
C -1.258 -1.038 4.457
C 0.053 -3.555 -0.993
C -2.887 2.301 -2.770
C 0.758 3.383 1.147
C 2.653 -1.169 -2.437
C 1.717 -3.844 0.730
C -2.944 0.854 -2.932
C 2.267 3.459 1.179
C -4.020 0.107 -2.294
C 2.602 2.140 -2.431
H -4.364 0.539 -1.357
H 0.381 5.328 1.932
H 2.658 3.178 2.157
H -1.231 0.736 -4.218
H -2.807 0.338 -4.880
H -3.211 0.517 3.275
H -0.519 -2.763 2.487
H 3.453 -0.963 -3.148
H -1.922 2.737 -3.019
H 2.896 -2.069 -1.877
H -2.024 -0.849 -3.854
H 0.584 4.143 3.195
H 2.579 4.485 0.982
H 2.818 3.059 -1.893
H -3.835 -0.962 -2.216
H 1.140 -6.794 -0.906
H -1.852 -1.770 5.007
H 2.727 2.834 0.415
H -1.429 -0.084 4.964
H 1.671 2.237 -2.984
H -0.438 -5.324 -2.110
H 4.302 1.111 0.808
H 5.106 0.834 -0.750
H 0.509 2.939 -0.959
H -3.273 2.656 -1.817
H 0.423 4.649 -0.541
H -1.807 -2.366 1.306
H -0.644 -2.931 -1.537
H 1.719 -1.309 -2.977
H -3.820 -1.122 3.313
H 2.527 -5.825 0.938
H -2.208 -3.084 2.861
H -3.595 2.663 -3.542
H -3.361 -0.417 1.762
H -0.210 -1.326 4.555
H -0.940 3.596 -0.166
H 3.416 1.935 -3.128
H -0.939 4.232 2.242
H 4.579 -0.553 0.220
H -4.857 0.222 -3.011

Record 6
107
Properties=species:S:1:pos:R:3 method="wB97M-V/def2-TZVPD" lumo_ev=3.4 energy_ha=-2935.498019 largest_force_ha_per_bohr=0.03821 total_charge=-2 homo_ev=-0.44 homo_lumo_gap_ev=3.8
Pb 0.227 -0.558 -0.199
Si -0.811 0.706 -2.347
O 3.964 1.737 -0.008
O 0.750 0.551 1.960
O -0.243 2.609 -0.158
O 1.965 1.593 3.486
O 2.070 0.846 -0.726
N -0.992 5.292 4.571
N -2.056 3.224 4.152
N -1.757 -0.470 1.575
N 2.466 -1.889 -0.980
C 1.994 3.021 0.317
C -3.334 5.233 4.150
C -2.565 0.578 4.014
C -3.999 -0.944 -4.531
C 2.627 1.955 -5.338
C 1.214 2.899 1.647
C -3.198 0.975 2.832
C 4.552 -1.940 0.493
C -0.109 -4.937 2.507
C 1.351 1.557 2.421
C -3.242 3.837 3.952
C -2.915 -3.629 1.524
C -2.020 -1.483 -5.757
C 5.428 -0.856 0.580
C 0.395 4.817 -0.381
C -4.361 3.112 3.433
C 0.848 3.364 -0.645
C 3.407 -1.870 -0.318
C -0.312 -3.965 -1.101
C 1.573 2.825 -5.112
C -3.399 -1.534 -5.633
C -0.482 -4.465 1.133
C 2.679 0.759 -4.641
C 0.574 2.484 -4.215
C 6.867 -2.178 1.984
C 1.675 0.430 -3.749
C -2.692 -2.999 -1.463
C -1.673 -3.876 0.730
C -4.319 1.895 2.840
C -2.174 5.907 4.432
C 0.235 -3.906 -2.493
C -1.262 -0.843 -4.793
C 0.364 -4.531 0.004
C -1.576 -0.379 3.949
C -0.229 3.124 1.158
C 2.739 1.742 -0.147
C 0.592 1.276 -3.526
C -3.224 -0.305 -3.582
C -1.838 -0.228 -3.685
C -1.018 3.971 4.434
C 6.588 -0.993 1.320
C -1.565 -3.558 -0.659
C 4.812 -3.124 1.190
C 1.711 -5.170 -0.047
C -1.209 -0.889 2.711
C -0.424 4.633 0.911
C 5.969 -3.235 1.933
C -2.728 0.422 1.639
H -4.282 5.744 4.041
H -1.539 -1.929 -6.622
H 0.706 -4.335 2.921
H -2.156 6.988 4.546
H 1.301 -3.679 -2.471
H 1.241 5.490 -0.248
H -5.079 -0.965 -4.429
H -0.058 5.231 1.744
H 5.152 0.083 0.114
H -0.956 -4.855 3.188
H 4.098 -3.934 1.148
H 1.524 3.769 -5.644
H -4.002 -2.019 -6.392
H -2.395 -2.798 -2.489
H 3.510 0.080 -4.796
H 6.172 -4.147 2.479
H -3.056 -2.070 -1.023
H -0.244 3.172 -4.048
H 1.735 -0.496 -3.196
H 7.778 -2.275 2.563
H 1.649 -6.176 -0.481
H 2.393 -4.586 -0.665
H -3.528 -3.706 -1.486
H -3.699 0.167 -2.735
H 7.280 -0.165 1.381
H -5.281 3.685 3.357
H 2.751 3.812 0.367
H -2.874 1.005 4.955
H -0.075 3.451 4.555
H -1.482 4.853 0.754
H -0.993 2.641 1.766
H -2.806 -3.955 2.558
H 0.114 -4.867 -3.011
H -1.071 -0.712 4.842
H -0.476 -1.673 2.623
H -0.190 -0.798 -4.911
H -1.667 1.931 -2.368
H -3.153 -2.565 1.529
H -0.268 -3.135 -3.074
H -3.765 -4.159 1.082
H 2.134 -5.258 0.953
H 0.218 -5.982 2.492
H -5.192 1.575 2.282
H -0.222 5.177 -1.208
H 3.408 2.215 -6.044
H -3.141 0.746 0.692
H 1.523 3.683 2.345
H 1.049 3.121 -1.685

Record 7
80
Properties=species:S:1:pos:R:3 method="wB97M-V/def2-TZVPD" lumo_ev="2.6 / 2.6" energy_ha=-2675.295351 largest_force_ha_per_bohr=0.06898 total_charge=-1 multiplicity=4 homo_ev="0.10 / -2.46" homo_lumo_gap_ev="2.5 / 5.0" s2=3.814
Cr -0.872 0.340 0.145
N 0.648 2.136 -0.836
N -0.173 0.276 2.137
N -0.125 1.107 4.177
N -1.895 3.962 1.396
N 1.695 0.663 -2.005
C 2.849 -2.834 -2.158
C 1.342 0.178 -4.846
C -3.807 1.761 -0.377
C 2.694 -3.121 -3.519
C 0.482 4.424 2.816
C 0.761 0.035 4.183
C -1.020 -2.413 -1.661
C -2.074 -1.456 0.525
C 2.543 -1.566 -1.656
C 2.755 -1.217 -0.223
C 1.898 -0.846 -3.909
C 0.507 3.719 1.617
C -0.669 1.199 2.955
C -2.296 -0.143 -1.388
C -3.579 -0.064 2.148
C 3.070 -4.469 -4.050
C -0.867 2.458 -0.082
C 1.952 -1.836 5.024
C -2.981 0.516 -0.306
C -2.850 -0.297 0.869
C -1.716 -1.359 -0.867
C -1.907 4.676 2.523
C -0.749 4.893 3.288
C 0.701 -0.520 2.904
C -1.855 -2.641 1.399
C -0.721 3.420 0.994
C 1.341 2.820 -1.805
C 1.249 -1.787 2.676
C 2.221 -2.126 -4.380
C 2.071 -0.589 -2.541
C 1.890 -2.426 3.750
C 0.829 0.803 -0.941
C 2.035 1.917 -2.525
C -2.338 0.257 -2.827
C 1.360 -0.588 5.265
H 2.457 -2.365 5.834
H 4.149 -4.534 -4.241
H 1.144 -2.246 1.692
H -0.254 -2.915 -1.055
H 3.073 -2.103 0.340
H 1.347 -0.094 6.236
H -2.380 1.348 -2.936
H 2.815 -5.251 -3.329
H 2.096 -2.340 -5.447
H -3.102 -0.588 2.986
H -0.950 -3.186 1.106
H 0.391 0.616 -4.507
H 2.050 0.996 -5.041
H 2.551 -4.665 -4.992
H -1.524 2.835 -0.878
H 1.286 3.885 -1.875
H 1.407 4.619 3.368
H -3.224 -0.161 -3.331
H -1.453 -0.105 -3.365
H -2.881 5.074 2.830
H 3.512 -0.430 -0.079
H -2.701 -3.342 1.339
H 2.345 -3.406 3.595
H -1.723 -3.181 -2.021
H -0.323 1.725 4.961
H -4.838 1.567 -0.046
H 2.733 2.042 -3.330
H -0.515 -1.981 -2.533
H -3.629 1.006 2.393
H 1.143 -0.313 -5.809
H 3.228 -3.601 -1.473
H 1.425 3.365 1.157
H -1.440 1.929 2.706
H -3.393 2.551 0.272
H -3.843 2.154 -1.400
H -4.615 -0.430 2.079
H -1.746 -2.346 2.450
H -0.838 5.443 4.226
H 1.822 -0.833 0.223

Record 8
8
Properties=species:S:1:pos:R:3 method="wB97M-V/def2-TZVPD" lumo_ev=4.1 energy_ha=-680.679585 largest_force_ha_per_bohr=0.11601 total_charge=-1 homo_ev=-3.85 homo_lumo_gap_ev=7.9 relative_energy_kcal_mol=142.8
S 1.011 0.238 0.502
O 1.892 -0.949 0.728
O 1.928 1.391 0.408
N -1.366 0.509 0.027
C -0.137 0.328 -0.936
C -1.083 -0.580 -0.752
H -0.906 0.590 0.860
H -1.339 -1.526 -0.836